[1]
101
Properties=species:S:1:pos:R:3:forces:R:3:lowdin_spin:R:1 method="wB97M-V/def2-TZVPD" relative_energy_kcal_mol=3.5 e_homo_ev="-4.3 / -4.7" fmax_ev_per_a=0.4 total_charge=-1 s_squared=2.0583 homo_lumo_gap_ev="6.34 / 6.96" spin_multiplicity=3 e_tot_ha=-12558.9718
H -2.602 -1.160 4.250 0.0 0.0 0.0 0.001
C 4.116 2.619 -1.288 0.0 0.0 0.0 0.000
N 1.403 2.997 1.669 0.0 0.0 0.0 0.004
H 2.006 1.573 4.524 0.0 0.0 0.0 0.000
C 1.280 -3.767 2.164 0.0 0.0 0.0 0.001
Se -0.007 1.231 -2.185 0.0 0.1 0.0 0.066
C 3.115 -4.669 -3.504 0.0 0.0 0.0 0.000
Mo -0.837 -0.238 -0.210 0.0 -0.1 -0.4 1.821
C 1.709 -2.868 -4.268 0.0 0.0 0.0 0.000
C 4.172 3.519 -0.056 0.0 0.0 0.0 0.000
H -1.103 0.080 3.070 0.0 0.0 0.0 0.002
H 3.817 -0.900 -1.486 0.0 0.0 0.0 0.000
H -1.018 1.898 -4.350 0.0 0.0 0.0 0.001
H 4.432 1.895 1.398 0.0 0.0 0.0 0.000
H 7.217 -1.073 1.104 0.0 0.0 0.0 0.000
H -6.951 -1.238 2.644 0.0 0.0 0.0 0.000
H -1.680 -0.621 -7.233 0.0 0.0 0.0 0.000
H -3.377 -0.516 -5.704 0.0 0.0 0.0 0.000
C 0.668 -4.965 0.154 0.0 0.0 0.0 0.002
H -3.308 1.795 -3.658 0.0 0.0 0.0 0.000
H -4.094 1.673 2.308 0.0 0.0 0.0 -0.001
H -0.044 0.454 -4.565 0.0 0.0 0.0 0.002
C 0.138 -5.878 2.310 0.0 0.0 0.0 0.000
S 2.918 -0.442 3.692 0.0 0.0 0.1 0.000
H -3.907 -1.712 0.860 0.0 0.0 0.0 0.001
H -4.836 0.277 -4.369 0.0 0.0 0.0 0.000
O -4.501 0.095 -3.487 0.0 0.0 0.0 0.000
H 1.235 -2.322 -5.075 0.0 0.0 0.0 0.000
P 1.916 -2.534 -0.233 -0.1 -0.1 -0.3 0.005
C -2.446 0.045 -5.563 0.0 0.0 0.0 0.001
O -1.402 -0.574 -6.315 0.0 0.0 0.0 0.000
O -6.095 -1.106 2.230 0.0 0.0 0.0 0.000
C 4.296 -1.273 -0.586 0.0 0.0 0.0 0.000
H 3.087 2.349 -1.538 0.0 0.0 0.0 0.001
C 2.496 -3.976 -4.540 0.0 0.0 0.0 0.000
C -5.174 -0.675 3.227 0.0 0.0 0.0 0.003
C 2.312 0.632 4.978 0.0 0.0 0.0 0.000
C 2.938 -4.252 -2.195 0.0 0.0 0.0 0.000
C 1.955 1.162 0.664 -0.1 0.0 0.0 0.011
H 5.971 -2.566 2.634 0.0 0.0 0.0 0.000
H -3.725 -2.575 2.382 0.0 0.0 0.0 -0.001
H 0.924 -1.579 -2.724 0.0 0.0 0.0 0.001
O 3.460 -1.620 4.362 0.0 0.0 0.0 0.000
H -0.387 -6.803 0.443 0.0 0.0 0.0 0.000
C -2.089 0.064 -4.070 0.0 0.0 0.0 0.000
H -3.446 0.358 4.585 0.0 0.0 0.0 0.000
H -4.791 0.636 1.060 0.0 0.0 0.0 -0.003
H -0.308 -6.661 2.911 0.0 0.0 0.0 0.000
H -5.076 -1.438 4.010 0.0 0.0 0.0 0.000
H 2.543 0.376 0.237 0.0 0.0 0.0 0.001
H -2.702 -1.992 -4.039 0.0 0.0 0.0 -0.001
H -5.524 0.255 3.693 0.0 0.0 0.0 0.000
O 3.929 0.339 2.977 0.0 0.0 0.0 0.000
C -1.891 -1.387 -3.628 0.0 0.0 0.0 0.000
C -3.404 -1.692 1.826 0.0 0.0 0.0 0.023
C -3.922 0.781 1.702 0.0 0.1 0.0 0.006
Se -2.500 1.349 0.469 -0.1 0.0 -0.1 -0.101
H -3.032 0.750 -2.264 0.0 0.0 0.0 -0.002
C 2.132 -3.150 -1.918 0.0 0.0 0.0 0.001
H 1.454 0.151 5.444 0.0 0.0 0.0 0.000
N 0.646 1.192 0.775 0.0 -0.1 0.1 0.010
Se -1.489 -1.956 1.541 0.1 0.0 0.2 0.099
H 0.731 -4.697 4.004 0.0 0.0 0.0 0.000
H 3.648 5.326 -1.126 0.0 0.0 0.0 0.000
C 1.524 -2.451 -2.955 0.0 0.0 0.0 0.001
O 1.738 -0.739 2.876 0.1 0.0 -0.1 0.000
H 4.682 1.698 -1.134 0.0 0.0 0.0 0.000
C 5.595 -0.901 -0.291 0.0 0.0 0.0 0.000
H 4.535 3.133 -2.155 0.0 0.0 0.0 0.000
H 2.266 4.485 -0.427 0.0 0.0 0.0 0.000
O 1.051 -1.304 -0.320 0.1 0.1 0.4 0.027
H 3.106 0.793 5.703 0.0 0.0 0.0 0.000
C 3.598 -2.133 0.270 0.0 0.1 0.0 0.000
C 0.098 -5.964 0.925 0.0 0.0 0.0 0.001
N 0.339 2.342 1.417 0.0 0.0 0.0 0.004
H -0.964 -1.764 -4.058 0.0 0.0 0.0 0.000
H 0.618 -5.025 -0.925 0.0 0.0 0.0 0.000
Se -1.924 -1.893 -1.725 0.0 0.0 0.1 -0.007
C 6.207 -1.379 0.863 0.0 0.0 0.0 0.000
H 3.871 3.412 2.095 0.0 0.0 0.0 0.000
H 5.210 3.839 0.095 0.0 0.0 0.0 0.000
C 1.274 -3.871 0.771 0.0 0.0 0.0 0.001
C 3.308 4.761 -0.255 0.0 0.0 0.0 0.000
O -1.731 0.604 3.595 0.0 0.0 0.0 -0.001
H 6.132 -0.239 -0.959 0.0 0.0 0.0 0.000
H 2.636 -4.302 -5.564 0.0 0.0 0.0 0.000
H 3.697 -3.258 2.104 0.0 0.0 0.0 0.000
C -3.241 0.749 -3.331 0.0 0.0 0.0 -0.001
C -2.871 -0.183 3.825 0.0 0.0 0.0 0.003
C -3.789 -0.435 2.608 0.0 0.0 0.0 0.003
C 3.801 2.764 1.222 0.0 0.0 0.0 0.000
C 5.521 -2.227 1.712 0.0 0.0 0.0 0.000
H -2.599 1.078 -5.907 0.0 0.0 0.0 0.000
C 0.726 -4.783 2.925 0.0 0.0 0.0 0.000
N 2.432 2.278 1.191 0.1 -0.1 0.0 0.003
H 1.664 -2.873 2.646 0.0 0.0 0.0 0.000
C 4.221 -2.614 1.414 0.0 0.0 0.0 0.000
H 3.737 -5.528 -3.719 0.0 0.0 0.0 0.000
H 3.340 5.417 0.616 0.0 0.0 0.0 0.000
H 3.429 -4.782 -1.385 0.0 0.0 0.0 0.000
C -0.816 0.904 -3.944 0.0 0.0 0.0 0.012

***

[2]
95
Properties=species:S:1:pos:R:3:forces:R:3:lowdin_spin:R:1 method="wB97M-V/def2-TZVPD" e_homo_ev="-7.4 / -6.6" fmax_ev_per_a=1.9 s_squared=0.9051 homo_lumo_gap_ev="7.64 / 6.87" spin_multiplicity=2 e_tot_ha=-6755.2135
H -3.560 3.861 -1.369 0.1 0.0 0.0 0.000
C 1.708 2.737 -2.894 0.0 0.0 0.0 0.000
Si -4.631 1.693 1.894 -0.1 -0.1 -0.4 0.002
H 0.606 -2.341 -0.634 -0.1 0.0 0.0 0.000
C 3.596 -3.094 -0.635 -0.1 0.0 0.1 0.000
H 5.446 -2.851 -1.713 0.0 0.0 0.0 0.000
H 4.720 -0.603 -1.057 0.0 0.0 -0.1 0.000
C -4.712 1.256 -2.481 -0.5 -0.2 -0.1 -0.004
H -2.862 -2.997 2.807 -0.1 0.0 0.0 0.000
C 3.804 -4.257 1.480 0.0 0.0 -0.1 0.000
Si -3.466 -1.614 0.887 0.4 0.4 0.0 -0.002
P 1.076 -0.128 0.020 0.9 0.0 -0.2 -0.014
C 4.974 -3.226 -0.812 0.0 -0.1 0.1 0.000
C -4.295 3.493 2.123 0.3 0.4 0.2 0.000
H 2.358 4.602 -0.141 0.0 0.0 0.0 0.000
H -3.239 3.685 2.318 -0.1 0.0 0.0 0.000
O -2.454 1.570 3.943 0.4 0.0 -0.3 0.000
H -2.076 3.438 -0.530 0.0 0.0 -0.1 0.000
H 3.951 0.727 0.413 0.0 0.0 0.0 0.000
H -1.238 -2.434 0.442 0.0 -0.1 0.0 0.000
C 4.579 -0.240 2.217 -0.1 0.0 0.0 0.000
H 1.950 -3.583 0.666 0.1 0.0 0.0 0.000
C 4.155 -0.063 -4.837 0.0 -0.1 0.1 0.000
H -4.866 3.871 2.979 0.0 0.0 -0.1 0.000
H 2.625 -2.199 4.169 0.0 0.0 0.0 0.000
C 5.759 -3.846 0.153 -0.1 0.0 0.0 0.000
C 3.661 0.065 1.219 0.0 0.0 0.1 -0.003
C -3.317 -2.009 2.688 0.0 0.0 0.4 0.000
C 1.896 2.507 -0.142 0.1 0.1 0.0 -0.005
O -0.979 2.660 2.293 0.1 -0.3 0.6 0.020
C 2.031 3.851 -2.128 0.0 0.0 -0.1 0.000
H -5.156 -1.876 -0.870 0.0 0.0 0.1 0.000
C 1.491 1.509 -2.285 0.1 0.0 -0.1 0.000
H -5.893 -1.260 0.616 0.0 -0.1 0.0 0.000
C -5.185 0.770 3.390 0.1 -0.3 0.5 0.000
H -6.951 1.084 1.275 0.1 0.1 -0.1 0.000
O -0.442 0.487 3.033 -0.4 0.4 0.2 0.010
C 2.926 -1.578 3.335 0.0 0.1 0.0 0.000
H -2.126 -2.300 -1.079 0.0 -0.1 0.1 0.000
H 6.058 1.071 -2.272 0.0 0.0 0.0 0.000
Si -3.135 1.420 -1.540 0.4 0.0 0.3 -0.011
H 3.336 -4.664 2.369 0.0 0.0 0.0 0.000
H -4.512 1.663 -3.478 -0.1 -0.1 0.0 -0.001
H 1.004 -1.663 2.410 0.0 0.0 0.0 0.001
C -5.145 -1.953 0.222 -0.6 0.0 -0.2 -0.001
H 1.623 2.820 -3.971 0.0 0.0 0.1 0.000
H -5.556 -0.214 3.094 -0.1 0.0 0.0 0.000
H 4.001 0.079 -5.900 0.0 0.0 0.0 0.000
C -6.108 1.529 0.731 -0.4 0.1 -0.1 0.001
C 2.121 3.738 -0.749 -0.1 -0.1 0.0 0.000
H 5.790 -4.828 2.063 0.0 0.0 0.0 0.000
H 5.579 0.175 2.173 0.0 0.0 0.0 0.000
H -6.024 1.332 3.816 0.0 0.0 0.0 0.000
H 6.828 -3.933 -0.003 0.0 0.0 0.0 0.000
H -2.432 -3.678 0.005 0.0 0.1 0.0 0.000
V -0.531 1.085 1.232 0.8 0.0 0.1 1.025
H -4.411 0.649 4.149 -0.2 0.0 -0.1 0.000
C 1.602 1.370 -0.904 -0.2 0.0 0.2 -0.001
As -2.842 0.656 0.684 -1.7 -0.4 -0.8 -0.009
P 2.527 -2.472 -1.983 0.2 0.0 -0.1 -0.001
H -6.437 2.504 0.349 0.1 -0.1 0.0 0.000
H -2.088 3.516 -2.299 -0.1 0.0 0.0 0.000
C 4.213 -1.064 3.272 0.0 0.0 0.0 -0.003
S -1.069 1.810 3.595 0.1 0.5 0.6 0.010
H -0.848 0.834 -2.198 0.0 0.0 0.0 -0.003
C -1.840 0.542 -2.536 0.2 -0.4 -0.2 -0.004
C 2.014 -1.279 2.337 0.0 0.1 0.0 -0.002
H -1.919 -0.546 -2.440 0.0 0.1 -0.1 0.000
H -4.285 -2.006 3.192 0.1 -0.1 0.0 0.000
H -1.926 0.805 -3.598 0.0 0.0 0.1 0.000
H -5.031 0.214 -2.591 0.0 0.1 0.0 0.000
H 2.681 -1.621 -4.678 0.0 0.0 0.0 0.000
C 3.584 -1.206 -2.777 0.0 0.1 0.0 0.000
C 3.022 -3.640 0.513 0.0 -0.1 0.0 0.000
C 5.312 0.489 -2.801 -0.1 0.0 -0.1 0.000
C 4.553 -0.448 -2.117 0.0 0.1 0.0 0.000
H 2.203 4.808 -2.605 0.0 0.0 0.0 0.000
H -2.684 -1.275 3.196 0.0 -0.1 0.0 0.000
H -5.532 1.818 -2.035 0.0 0.0 -0.1 0.000
O -0.257 2.370 4.631 0.1 -0.1 -0.2 0.006
C -2.673 3.222 -1.421 0.0 0.3 0.1 0.000
C 5.178 -4.355 1.306 0.0 0.0 0.0 0.000
H -5.915 0.890 -0.125 0.0 -0.1 -0.1 0.000
C 3.409 -1.016 -4.147 0.0 0.1 -0.1 0.000
C 1.145 -1.544 -1.151 -0.1 -0.1 -0.1 -0.004
H 1.224 0.662 -2.900 0.1 -0.1 0.0 0.000
C 5.109 0.687 -4.164 0.0 0.0 0.0 0.000
H 1.981 2.436 0.938 0.0 0.0 0.0 -0.003
H 0.465 -1.271 -1.964 0.0 0.0 0.0 0.000
C -2.207 -2.606 -0.031 0.3 -0.2 -0.3 0.000
H -4.597 4.041 1.229 0.0 0.1 0.0 0.000
H 5.705 1.415 -4.700 0.0 0.0 0.0 0.000
C 2.375 -0.466 1.262 0.0 0.0 0.0 -0.004
H 4.927 -1.296 4.051 0.0 0.0 0.0 0.000
H -5.435 -2.971 0.505 0.0 0.1 -0.1 0.000